one.
# C2H8N5

An isolated ion of composition C2H8N5 and charge +1 (ωB97M-V with the def2-TZVPD basis set, the Open Molecules 2025 dataset).

Cartesian coordinates (Å):
1 C -0.2374 0.8540 -0.0507
2 C 0.9826 -1.0901 0.1290
3 N 1.0436 1.3325 0.0092
4 N -0.3405 -0.4864 0.0245
5 N -1.3135 1.6907 0.0011
6 N -1.5034 -1.1918 -0.1416
7 N 1.8215 0.1419 -0.0977
8 H 1.0430 -1.5594 1.2317
9 H 1.3756 -1.8156 -0.6574
10 H -1.1528 2.6398 0.0959
11 H -2.2536 1.3748 -0.1420
12 H -2.2485 -0.6911 -0.6349
13 H -1.9266 -1.4237 0.7437
14 H 2.5406 0.2530 0.5067
15 H 2.1694 -0.0288 -1.0176

Properties
* Kohn-Sham gap: 10.16 eV
* LUMO energy: -0.11851 hartree
* net charge: +1
* SMILES: NC1=N[NH2+]CN1N

=====

two.
# C2H8N5

A 2-piece molecular cluster, C2H8N5 overall (ωB97M-V with the def2-TZVPD basis set, the Open Molecules 2025 dataset).

Cartesian coordinates (Å):
1 C -1.3919 0.5435 0.8275
2 C 1.6549 0.7727 -0.9372
3 N -1.7706 1.0200 -0.4430
4 N -0.8780 1.1063 -1.2030
5 N -0.0083 0.2834 0.7483
6 N 0.4021 0.7506 -0.3499
7 N -0.0950 -1.7723 0.5667
8 H -1.5647 1.3648 1.5697
9 H -2.0636 -0.2500 1.1416
10 H 1.5375 0.5476 -1.9923
11 H 2.2642 1.7198 -1.0970
12 H 2.3696 0.1626 -0.4907
13 H -0.7518 -2.3642 1.3045
14 H 0.7743 -2.0260 0.7035
15 H -0.4786 -1.8588 -0.3489

Properties
* Kohn-Sham gap (alpha / beta): 9.44 / 9.44 eV
* LUMO energy (alpha / beta): -0.18736 / -0.18737 hartree
* net charge: +1

=====

Verdict on stability: one comes out on top.

=====

one.
# C3H6NO2S

An isolated ion of composition C3H6NO2S and charge -1 (ωB97M-V with the def2-TZVPD basis set, the Open Molecules 2025 dataset).

Cartesian coordinates (Å):
1 C -0.7490 -1.3799 0.3469
2 C -0.6986 0.7435 -0.5960
3 C 0.7079 0.8906 -0.1367
4 N -1.5088 -0.2517 0.1710
5 O 1.9380 -1.5500 -0.2425
6 O 1.3832 -0.6820 1.9370
7 S 0.9462 -0.8233 0.5641
8 H -0.4629 -1.7291 -0.6053
9 H -1.1442 1.7767 -0.5843
10 H -0.7730 0.2571 -1.6405
11 H 1.2963 0.9179 -1.0097
12 H 0.7821 1.5841 0.7545
13 H -1.7174 0.2460 1.0416

Properties
* Kohn-Sham gap: 7.03 eV
* LUMO energy: 0.14724 hartree
* net charge: -1
* SMILES: O=[S@]1([O-])=CNCC1

=====

two.
# C3H6NO2S

A 2-piece molecular cluster, C3H6NO2S overall (ωB97M-V with the def2-TZVPD basis set, the Open Molecules 2025 dataset).

Cartesian coordinates (Å):
1 C 2.0220 1.0730 0.3986
2 C -2.5686 -0.7668 -0.5056
3 C -1.5944 -0.4159 0.3119
4 N 1.7726 2.2074 -0.0863
5 O 1.2583 -1.3566 1.1349
6 O 2.3448 -0.9617 -1.0745
7 S 1.2469 -0.5702 -0.1344
8 H 2.8458 0.9922 1.1054
9 H -2.8187 -1.8043 -0.6719
10 H -3.1560 -0.0525 -1.0678
11 H -1.3304 0.6157 0.4805
12 H -1.0221 -1.1380 0.8668
13 H 0.9996 2.1778 -0.7576

Properties
* Kohn-Sham gap: 7.35 eV
* LUMO energy: 0.14441 hartree
* net charge: -1

=====

Verdict on stability: two comes out on top.

=====

one.
# H2N2O3

A 2-piece molecular cluster, H2N2O3 overall (ωB97M-V with the def2-TZVPD basis set, the Open Molecules 2025 dataset).

Cartesian coordinates (Å):
1 N -1.6248 1.0778 -0.2878
2 N 2.0018 0.1387 0.0201
3 O 1.3073 0.0304 1.0211
4 O 1.3540 0.5119 -1.0149
5 O -1.8895 0.4154 0.6688
6 H -2.5696 1.5009 -0.7544
7 H 0.3914 0.6342 -0.9199

Properties
* Kohn-Sham gap: 9.28 eV
* LUMO energy: -0.03644 hartree
* net charge: 0
* SMILES: O=NO.N=O

=====

two.
# H2N2O3

One molecule with the formula H2N2O3 (ωB97M-V with the def2-TZVPD basis set, the Open Molecules 2025 dataset).

Cartesian coordinates (Å):
1 N -0.5943 0.1788 -0.8179
2 N 1.1762 -0.4888 0.6221
3 O -0.8538 1.1044 0.2658
4 O 1.7591 -1.4008 1.1463
5 O 0.2239 -0.8824 -0.3829
6 H -0.1211 0.7903 -1.4272
7 H -1.5899 0.6985 0.5939

Properties
* Kohn-Sham gap: 9.74 eV
* LUMO energy: -0.00986 hartree
* net charge: 0
* SMILES: O=NONO

=====

three.
# H2N2O3

One molecule with the formula H2N2O3 (ωB97M-V with the def2-TZVPD basis set, the Open Molecules 2025 dataset).

Cartesian coordinates (Å):
1 N -0.1220 -0.2695 -0.1397
2 N -2.7042 -0.0645 -0.0053
3 O -2.7627 -1.2603 0.0516
4 O -3.5666 0.7584 -0.0498
5 O -1.5003 0.5816 0.0060
6 H 0.4887 0.2393 -0.7632
7 H 0.0705 -0.0927 0.8382

Properties
* Kohn-Sham gap: 11.73 eV
* LUMO energy: 0.00805 hartree
* net charge: 0
* SMILES: NO[N+](=O)[O-]

=====

four.
# H2N2O3

A 2-piece molecular cluster, H2N2O3 overall (ωB97M-V with the def2-TZVPD basis set, the Open Molecules 2025 dataset).

Cartesian coordinates (Å):
1 N -0.6223 -0.0197 0.5436
2 N 0.4767 0.1359 -0.3240
3 O -0.0882 -1.1508 -0.1732
4 O -1.7333 0.4320 0.1100
5 O 1.6913 0.2732 0.2334
6 H -1.5307 0.6179 -1.4122
7 H 1.8065 -0.2883 1.0225

Properties
* Kohn-Sham gap (alpha / beta): 10.00 / 10.00 eV
* LUMO energy (alpha / beta): -0.03754 / -0.03756 hartree
* net charge: 0

=====

Verdict on stability: one comes out on top.

=====

one.
# H2N2O3

One molecule with the formula H2N2O3 (ωB97M-V with the def2-TZVPD basis set, the Open Molecules 2025 dataset).

Cartesian coordinates (Å):
1 N -0.1671 0.2693 -0.3848
2 N -0.5323 -0.4188 0.7110
3 O -1.4250 0.1101 1.2489
4 O 0.0953 -1.3406 1.0847
5 O 1.1237 -0.1360 -1.0176
6 H -0.7771 0.8509 -0.9051
7 H 1.6825 0.6651 -0.7370

Properties
* Kohn-Sham gap: 11.55 eV
* LUMO energy: 0.02131 hartree
* net charge: 0
* SMILES: O=[N+]([O-])NO

=====

two.
# H2N2O3

One molecule with the formula H2N2O3 (ωB97M-V with the def2-TZVPD basis set, the Open Molecules 2025 dataset).

Cartesian coordinates (Å):
1 N -0.6264 0.1693 1.2278
2 N 0.3367 -0.3020 -0.9758
3 O 0.9948 0.6570 -0.7615
4 O 0.2492 -0.8800 -2.0137
5 O -0.5524 -0.7551 0.0490
6 H 0.3206 0.0510 1.6943
7 H -0.7224 1.0598 0.7799

Properties
* Kohn-Sham gap: 11.76 eV
* LUMO energy: 0.01260 hartree
* net charge: 0
* SMILES: NO[N+](=O)[O-]

=====

Verdict on stability: two comes out on top.

=====

one.
# C2H4O3P

A 2-piece molecular cluster, C2H4O3P overall (ωB97M-V with the def2-TZVPD basis set, the Open Molecules 2025 dataset).

Cartesian coordinates (Å):
1 C -1.4323 -0.7401 -0.0408
2 C -1.4862 0.5986 0.3000
3 O 1.6088 -0.0332 -0.9559
4 O 3.0908 -0.3118 1.0534
5 O -0.5051 1.4769 0.0125
6 P 3.0721 -0.3414 -0.4404
7 H -2.0066 -1.6263 0.1967
8 H -0.4327 -0.9457 -0.5630
9 H -2.3261 1.0642 0.8149
10 H 0.4172 0.8587 -0.3773

Properties
* Kohn-Sham gap: 8.73 eV
* LUMO energy: 0.15725 hartree
* net charge: -1

=====

two.
# C2H4O3P

An isolated ion of composition C2H4O3P and charge -1 (ωB97M-V with the def2-TZVPD basis set, the Open Molecules 2025 dataset).

Cartesian coordinates (Å):
1 C -0.0733 0.1426 -0.2465
2 C 1.1257 -0.7956 0.0675
3 O -0.6831 -0.0895 -1.4249
4 O 0.2098 1.4606 0.1952
5 O -2.6277 0.8738 0.4049
6 P -1.8842 -0.3896 0.3104
7 H 1.1655 -1.8715 -0.3744
8 H 1.3304 -1.0478 1.2016
9 H 2.0654 -0.1769 -0.3001
10 H -0.6285 1.8938 0.1663

Properties
* Kohn-Sham gap: 7.03 eV
* LUMO energy: 0.15999 hartree
* net charge: -1
* SMILES: C[C@@]1(O)OP1[O-]

=====

three.
# C2H4O3P

A 2-piece molecular cluster, C2H4O3P overall (ωB97M-V with the def2-TZVPD basis set, the Open Molecules 2025 dataset).

Cartesian coordinates (Å):
1 C 0.7695 -1.1138 0.2870
2 C 1.0807 0.3712 0.3438
3 O -1.6193 1.7102 -0.3894
4 O -2.7980 -0.0877 -1.6766
5 O 1.2501 -1.9334 1.0206
6 P -2.0759 0.2429 -0.4063
7 H -0.0331 -1.3377 -0.5448
8 H 1.4974 0.5128 1.3514
9 H 0.1258 0.9010 0.3372
10 H 1.8028 0.7345 -0.3230

Properties
* Kohn-Sham gap: 8.27 eV
* LUMO energy: 0.14700 hartree
* net charge: -1

=====

Verdict on stability: three comes out on top.

=====

one.
# C5H7NO3

C5H7NO3 as an isolated structure (ωB97M-V with the def2-TZVPD basis set, the Open Molecules 2025 dataset).

Cartesian coordinates (Å):
1 C 2.4033 -0.9184 -0.0036
2 C 0.9078 -0.6559 -0.2122
3 C -0.1401 -1.3469 -0.2530
4 C -1.4234 -0.5788 -0.2210
5 C -0.9689 0.7383 -0.1652
6 H 3.0284 0.5383 1.4724
7 H 3.0517 -1.1667 -0.9972
8 H 2.6743 -1.6690 0.9816
9 H -0.1563 -2.4857 0.0210
10 H -3.0533 -0.3162 0.6936
11 H -1.1380 2.9510 -0.6748
12 H 1.0540 1.4789 -0.2821
13 N 0.4748 0.6078 -0.3690
14 O 2.5918 0.8716 0.3151
15 O -2.7344 -1.1545 0.3586
16 O -1.5394 1.9062 0.1385

Properties
* Kohn-Sham gap: 7.28 eV
* LUMO energy: -0.02382 hartree
* net charge: 0

=====

two.
# C5H7NO3

C5H7NO3 as an isolated structure (ωB97M-V with the def2-TZVPD basis set, the Open Molecules 2025 dataset).

Cartesian coordinates (Å):
1 C -0.5680 -2.4636 -0.2023
2 C 0.0809 -1.8832 0.6227
3 C -0.8133 1.0625 0.7790
4 C -1.5158 1.1353 -0.5688
5 C 0.3934 0.7641 -0.0768
6 N 1.6278 0.4236 0.1118
7 O 2.3058 0.3281 -1.0974
8 O 2.3073 0.3698 1.1433
9 O -0.2295 0.8228 -1.2402
10 H -1.2066 -3.0636 -0.7429
11 H 2.8077 -0.4504 -1.1072
12 H 0.9464 -1.7445 1.1281
13 H -0.7501 1.9613 1.4253
14 H -1.1002 0.3233 1.4556
15 H -2.2310 0.3814 -0.7991
16 H -2.0548 2.0332 -0.8313

Properties
* Kohn-Sham gap: 8.84 eV
* LUMO energy: 0.02972 hartree
* net charge: 0

=====

three.
# C5H7NO3

A 2-piece molecular cluster, C5H7NO3 overall (ωB97M-V with the def2-TZVPD basis set, the Open Molecules 2025 dataset).

Cartesian coordinates (Å):
1 C 0.6066 -2.7267 1.5753
2 C 1.5461 -2.0334 0.7209
3 N 2.3000 -1.4987 0.0461
4 H -0.3608 -2.2250 1.6438
5 H 0.9620 -2.7861 2.6048
6 H 0.4242 -3.7385 1.2171
7 C -1.1889 1.1012 -1.4122
8 C 0.0867 0.7535 -0.6091
9 O 0.2758 1.9080 0.1954
10 C -0.5111 2.9208 -0.2309
11 O -0.4765 4.0267 0.1826
12 O -1.3595 2.4896 -1.1967
13 H -2.0440 0.5338 -1.0389
14 H -1.0816 0.8579 -2.4679
15 H 0.9451 0.5313 -1.2367
16 H -0.1242 -0.1145 0.0063

Properties
* Kohn-Sham gap: 11.46 eV
* LUMO energy: 0.01330 hartree
* net charge: 0
* SMILES: O=C1OCCO1.CC#N

=====

Verdict on stability: three comes out on top.

=====

one.
# C5H7NO3

One molecule with the formula C5H7NO3 (ωB97M-V with the def2-TZVPD basis set, the Open Molecules 2025 dataset).

Cartesian coordinates (Å):
1 C -1.7783 1.5174 -1.3421
2 C -0.2679 0.1481 -0.0860
3 C 0.2366 -1.0430 0.4296
4 C 1.7165 -1.2924 0.7830
5 C 2.6157 -1.0499 2.0673
6 H -2.7650 -0.8962 0.4019
7 H -2.6867 1.6220 -1.9204
8 H 0.3637 0.8964 -0.4759
9 H -0.5471 -1.7016 0.7999
10 H 1.8876 -2.2370 0.2014
11 H 3.4578 -1.7102 2.2959
12 H 2.5286 -0.2299 3.0327
13 N -1.5274 0.3999 -0.4930
14 O -2.4967 -0.6401 -0.4474
15 O -0.9667 2.3972 -1.7054
16 O 2.6280 -0.2851 0.6533

Properties
* Kohn-Sham gap: 9.20 eV
* LUMO energy: 0.01934 hartree
* net charge: 0
* SMILES: O=CN(O)/C=C/[C@@H]1CO1

=====

two.
# C5H7NO3

One molecule with the formula C5H7NO3 (ωB97M-V with the def2-TZVPD basis set, the Open Molecules 2025 dataset).

Cartesian coordinates (Å):
1 C 1.0905 1.5605 0.0799
2 C 0.0390 0.5970 -0.4400
3 C -0.2031 -1.7943 -0.4882
4 C -0.9405 -1.2440 0.5899
5 C -0.8819 0.1998 0.7036
6 H 1.2022 3.2195 0.7403
7 H -0.3278 1.0313 -1.2591
8 H 0.7798 -0.4850 -1.7158
9 H 0.5113 -2.6980 -0.3758
10 H -1.0416 -1.9812 -1.2958
11 H -1.9058 -1.9799 0.9964
12 H -1.5488 0.8270 1.1438
13 N 0.6860 -0.6459 -0.9031
14 O 0.5591 2.6686 0.4231
15 O 2.2242 1.3074 0.1807
16 O -0.2426 -0.5829 1.6201

Properties
* Kohn-Sham gap: 9.90 eV
* LUMO energy: 0.02679 hartree
* net charge: 0
* SMILES: O=C(O)[C@H]1NC[C@H]2O[C@@H]12

=====

Verdict on stability: two comes out on top.

=====

one.
# CH4NO2Si

A 2-piece molecular cluster, CH4NO2Si overall (ωB97M-V with the def2-TZVPD basis set, the Open Molecules 2025 dataset).

Cartesian coordinates (Å):
1 C -2.7860 -0.1738 -0.0938
2 N 0.5294 -0.5718 0.9573
3 O -3.1940 -1.2484 -0.5647
4 O -3.3294 0.8892 0.2601
5 Si -0.8354 0.2656 0.1414
6 H 1.1476 0.2329 0.8944
7 H 0.8422 -1.3667 0.5287
8 H -0.2482 0.8643 -1.7687
9 H -0.6961 1.4366 1.0545

Properties
* Kohn-Sham gap: 7.77 eV
* LUMO energy: 0.14968 hartree
* net charge: -1

=====

two.
# CH4NO2Si

CH4NO2Si as an isolated structure (ωB97M-V with the def2-TZVPD basis set, the Open Molecules 2025 dataset).

Cartesian coordinates (Å):
1 C -0.9905 -0.3107 0.8526
2 N -0.7932 0.5840 -0.0812
3 O -1.8015 -0.7451 1.6132
4 O 0.3642 -0.8888 0.7874
5 Si 1.0463 -0.0264 -0.4420
6 H -2.2926 1.4424 -0.5315
7 H 0.7145 -0.7254 -1.7513
8 H 2.4951 -0.6020 -0.5097
9 H 1.2578 1.2720 0.0624

Properties
* Kohn-Sham gap: 8.36 eV
* LUMO energy: 0.13511 hartree
* net charge: -1

=====

Verdict on stability: one comes out on top.

=====

one.
# C2H9N3O2

C2H9N3O2 as an isolated structure (ωB97M-V with the def2-TZVPD basis set, the Open Molecules 2025 dataset).

Cartesian coordinates (Å):
1 C -2.1792 -0.0126 0.1777
2 O -1.4306 -0.1334 1.2458
3 H -0.3504 0.2986 1.0975
4 H -2.8208 0.8649 0.0905
5 H -0.8784 0.3383 -0.7908
6 H -2.4833 -0.9332 -0.3265
7 N 0.2456 0.3292 -0.9316
8 C 0.8043 0.7386 0.4630
9 N 0.5946 -0.9311 -1.4933
10 N 1.8049 -0.2203 0.8803
11 O 0.9451 1.9673 0.5834
12 H 0.4581 1.0904 -1.5720
13 H 1.4151 -1.2394 -0.9686
14 H -0.1649 -1.5780 -1.3007
15 H 2.5809 0.2981 1.2761
16 H 1.4589 -0.8772 1.5692

Properties
* Kohn-Sham gap (alpha / beta): 7.47 / 7.54 eV
* LUMO energy (alpha / beta): -0.00403 / -0.00416 hartree
* net charge: 0

=====

two.
# C2H9N3O2

A 2-piece molecular cluster, C2H9N3O2 overall (ωB97M-V with the def2-TZVPD basis set, the Open Molecules 2025 dataset).

Cartesian coordinates (Å):
1 C -0.2989 1.4276 1.2076
2 C -1.0821 0.5567 0.2148
3 N 0.9571 -1.4525 -0.3253
4 N -0.2647 -0.0094 -0.8328
5 N 0.4488 -2.1854 -1.3271
6 O 2.3081 -1.2448 -0.4291
7 O -1.1325 1.9820 2.2187
8 H 2.5955 -1.3577 -1.3564
9 H -1.4898 1.2605 2.7483
10 H 0.2183 0.7413 -1.3323
11 H 0.9797 -2.1613 -2.2039
12 H -0.4641 -1.5668 -1.4604
13 H 0.1439 2.2805 0.6878
14 H 0.5168 0.8346 1.6380
15 H -1.8917 1.1695 -0.2070
16 H -1.5446 -0.2747 0.7590

Properties
* Kohn-Sham gap (alpha / beta): 9.00 / 9.00 eV
* LUMO energy (alpha / beta): 0.02280 / 0.02281 hartree
* net charge: 0

=====

Verdict on stability: one comes out on top.